No. 1
79
Properties=species:S:1:pos:R:3 method="wB97M-V/def2-TZVPD" lumo_energy_ev="-2.521 / -2.520" homo_ha="-0.300 / -0.301"
Pt -0.17 -0.08 -0.17
O 3.95 -1.11 0.75
S 2.73 -0.66 0.17
O 2.35 -1.20 -1.11
O 1.51 -0.76 1.08
C 2.85 1.11 -0.10
C 3.43 1.47 -1.30
C 3.40 2.78 -1.74
C 2.77 3.75 -0.98
C 2.22 3.41 0.25
C 2.26 2.10 0.70
S 1.88 1.88 2.43
O 2.82 0.98 3.01
O 1.73 3.22 2.95
O 0.37 -0.17 3.35
H 3.88 0.70 -1.91
H 3.85 3.04 -2.69
H 2.73 4.77 -1.32
H 1.79 4.17 0.89
C 2.75 -4.36 -1.99
C 1.28 -4.31 -2.38
N 0.92 -3.14 -3.17
C 1.43 -3.10 -4.54
C 2.68 -2.24 -4.71
C 0.25 -2.08 -2.71
S -0.52 -2.19 -1.12
N 0.04 -1.09 -3.56
C -0.01 0.23 -3.38
O 0.38 0.88 -2.40
C -0.59 0.99 -4.55
C -0.73 2.37 -4.43
C -1.32 3.11 -5.44
C -1.77 2.47 -6.59
C -1.61 1.09 -6.72
C -1.02 0.36 -5.70
H 2.91 -5.21 -1.33
H 3.03 -3.45 -1.46
H 3.40 -4.48 -2.86
H 0.65 -4.32 -1.49
H 1.02 -5.19 -2.97
H 0.64 -2.72 -5.19
H 1.63 -4.13 -4.83
H 2.51 -1.24 -4.33
H 2.94 -2.17 -5.77
H 3.53 -2.67 -4.18
H -0.38 2.85 -3.52
H -1.43 4.18 -5.34
H -2.23 3.04 -7.39
H -1.95 0.59 -7.62
H -0.90 -0.71 -5.79
N -5.07 8.71 1.22
C -4.59 7.68 1.08
C -3.99 6.38 0.90
C -2.61 6.26 0.85
C -2.03 5.01 0.69
C -2.83 3.88 0.57
C -4.22 4.01 0.63
C -4.80 5.25 0.80
C -2.19 2.55 0.42
C -1.35 2.11 1.53
C -1.38 2.73 2.86
C -0.54 2.03 3.63
C 0.15 1.02 2.77
N -0.59 1.05 1.48
C -2.44 1.78 -0.66
C -3.35 2.10 -1.75
C -3.44 1.01 -2.53
C -2.57 0.02 -1.95
N -1.98 0.45 -0.87
H -1.99 7.15 0.93
H -0.95 4.92 0.65
H -4.84 3.12 0.56
H -5.88 5.35 0.85
H -1.99 3.57 3.14
H -0.31 2.15 4.67
H 0.92 -0.71 2.74
H -3.85 3.05 -1.87
H -4.02 0.87 -3.43
H -2.40 -0.99 -2.31

No. 2
13
Properties=species:S:1:pos:R:3 method="wB97M-V/def2-TZVPD" lumo_energy_ev=-0.693 homo_ha=-0.327
C 3.17 0.05 -1.27
O 1.60 -0.17 -1.24
N 1.12 0.27 0.07
C -0.23 0.31 0.16
N -1.21 -0.32 -0.66
N -2.34 -0.51 0.05
N -2.03 -0.38 1.50
N -0.81 0.61 1.43
H 3.12 1.09 -0.62
H 3.32 0.12 -2.47
H 3.83 -1.03 -0.95
H -2.64 -0.22 2.34
H -1.12 1.57 1.46

No. 3
20
Properties=species:S:1:pos:R:3 method="wB97M-V/def2-TZVPD" lumo_energy_ev=0.678 homo_ha=-0.326
C -1.09 1.30 1.51
C -1.11 2.18 0.54
C 2.86 -0.97 -1.52
C 2.44 -0.21 -0.48
C -1.32 -1.16 0.88
C -0.82 -1.04 -0.59
C -0.30 0.02 1.19
C 0.20 0.04 -0.20
O -1.32 1.34 -1.88
S -0.23 1.70 -0.98
H -1.64 1.32 2.43
H -1.59 3.14 0.54
H 3.87 -0.98 -1.92
H 2.16 -1.64 -2.15
H 2.80 0.51 0.24
H -2.34 -0.99 1.17
H -0.97 -1.97 1.52
H -0.55 -1.91 -1.06
H -1.53 -0.44 -1.14
H 0.49 -0.25 1.91

No. 4
10
Properties=species:S:1:pos:R:3 method="wB97M-V/def2-TZVPD" lumo_energy_ev=0.851 smiles=Nc1ncco1 homo_ha=-0.309
N 1.64 -1.05 0.40
C 0.49 -0.37 -0.04
N -0.60 -1.01 -0.31
C -1.46 0.06 -0.51
C -0.75 1.23 -0.41
O 0.61 0.96 -0.34
H 2.14 -0.44 1.24
H 1.55 -2.02 0.68
H -2.50 0.35 -0.56
H -1.11 2.29 -0.15

Energy relative to the best compared isomer or geometry (same formula, charge and spin) list, top to bottom, in eV: 1.431, 7.566, 5.349, 2.261
DFT total energy list, top to bottom, in eV: -93262.4397, -11644.9786, -21334.4331, -8201.6248